DFT (the ωB97M-V functional and the def2-TZVPD basis) results for a 2-piece molecular cluster, C2H4F2OS overall.

```
10
Properties=species:S:1:pos:R:3:mulliken_charge:R:1
C -1.149 0.824 0.332 -1.22
C 0.141 0.168 0.166 0.86
O 1.715 -1.751 0.025 -0.45
F 0.697 -0.167 -1.776 -0.70
F 1.140 0.866 0.292 -0.11
S 0.145 -1.527 0.513 0.15
H -1.927 0.114 0.107 0.39
H -1.145 1.112 1.402 0.32
H -1.323 1.656 -0.291 0.34
H 1.706 -1.295 -0.771 0.41
```

The calculation puts the HOMO energy at -9.91 eV. The calculation puts the total energy at -20453.8800 eV. The energy above the lowest of the compared OMol25 structures with the same formula, charge and spin is 46.4 kcal per mole. As for the HOMO-LUMO gap: 9.5 eV. As for the LUMO energy: -0.40 eV.



DFT (the ωB97M-V functional and the def2-TZVPD basis) results for C30H37AsCoNO4PS as an isolated structure.

```
76
Properties=species:S:1:pos:R:3:mulliken_charge:R:1
Co 0.380 -0.027 -0.113 1.03
O 2.015 -0.687 0.565 -0.78
P 3.106 -0.091 1.473 0.52
C 4.103 1.109 0.594 1.11
C 4.430 2.372 1.083 -0.47
C 5.339 3.169 0.399 -0.79
C 5.933 2.702 -0.765 -0.61
C 5.606 1.446 -1.260 -0.82
C 4.691 0.651 -0.588 -0.68
C 2.397 0.614 2.965 0.60
C 1.025 0.548 3.194 -0.29
C 0.483 1.047 4.368 -0.76
C 1.310 1.605 5.332 -0.63
C 2.684 1.634 5.136 -0.81
C 3.226 1.128 3.965 -0.21
C 4.195 -1.411 1.965 0.78
C 3.683 -2.705 2.052 -0.59
C 4.498 -3.738 2.485 -0.71
C 5.817 -3.482 2.833 -0.52
C 6.331 -2.196 2.741 -0.76
C 5.525 -1.159 2.301 -0.35
H 3.975 2.748 1.986 0.57
H 5.595 4.146 0.784 0.48
H 6.658 3.315 -1.283 0.42
H 6.078 1.079 -2.162 0.46
H 4.462 -0.339 -0.960 0.51
H 0.363 0.075 2.475 0.30
H -0.583 0.980 4.541 0.48
H 0.888 1.988 6.251 0.45
H 3.333 2.031 5.903 0.45
H 4.302 1.111 3.850 0.44
H 2.655 -2.901 1.780 0.37
H 4.106 -4.743 2.551 0.43
H 6.451 -4.291 3.169 0.42
H 7.362 -2.004 3.003 0.43
H 5.943 -0.164 2.205 0.35
C -2.447 -3.111 -1.101 -1.10
As -2.603 -1.217 -1.102 0.61
C -2.378 -0.553 -2.868 -0.88
C -4.313 -0.736 -0.432 -1.09
O -1.425 -0.576 -0.062 -0.79
H -3.306 -3.546 -1.612 0.42
H -2.421 -3.449 -0.066 0.37
H -1.528 -3.398 -1.608 0.36
H -3.230 -0.851 -3.479 0.51
H -1.455 -0.960 -3.274 0.25
H -2.309 0.532 -2.820 0.20
H -5.091 -1.084 -1.111 0.43
H -4.362 0.347 -0.331 0.34
H -4.438 -1.205 0.544 0.36
C 1.479 0.721 -4.420 -1.25
S 1.796 0.964 -2.692 0.45
O 0.641 0.190 -2.037 -0.44
C 1.426 2.679 -2.513 0.17
C 0.132 3.157 -2.688 -0.07
C -0.107 4.509 -2.516 -0.84
C 0.942 5.363 -2.182 -0.46
C 2.226 4.872 -2.007 -0.67
C 2.475 3.513 -2.163 -0.25
H 0.523 1.163 -4.694 0.40
H 1.487 -0.354 -4.588 0.46
H 2.292 1.190 -4.972 0.42
H -0.675 2.480 -2.940 0.31
H -1.104 4.904 -2.653 0.46
H 0.752 6.422 -2.064 0.44
H 3.034 5.541 -1.747 0.44
H 3.466 3.110 -2.010 0.40
C 1.315 3.972 1.395 -0.98
C 0.346 2.928 0.944 0.43
N -0.952 3.128 1.188 -0.39
O 0.745 1.892 0.394 1.09
H 0.864 4.960 1.463 0.56
H 2.161 3.991 0.712 -0.03
H 1.673 3.680 2.385 0.18
H -1.278 3.966 1.643 0.24
H -1.621 2.410 0.952 0.13
```

As for the charge: +2. The calculation puts the HOMO energy (spin up / spin down) at -13.89 / -13.88 eV. The calculation puts the total energy at -159969.0961 eV. As for the spin multiplicity: 2. The energy above the lowest of the compared OMol25 structures with the same formula, charge and spin is 19.4 kcal per mole. Its expectation value of S² is 0.758. As for the HOMO-LUMO gap (spin up / spin down): 8.3 / 9.0 eV. As for the LUMO energy (spin up / spin down): -5.57 / -4.87 eV.



DFT (the ωB97M-V functional and the def2-TZVPD basis) results for C47H54N5O3PS3Si3Sn as an isolated structure.

```
117
Properties=species:S:1:pos:R:3:mulliken_charge:R:1
Sn -0.034 0.369 0.497 1.43
O -0.530 -0.351 2.660 -0.79
N -0.120 0.202 3.786 0.18
C -0.531 -0.386 4.931 -0.27
C -0.163 0.082 6.162 -0.80
C 0.674 1.201 6.225 -0.17
C 1.081 1.794 5.060 -0.77
C 0.674 1.320 3.792 -0.07
S 1.109 2.093 2.344 -0.09
H -1.169 -1.244 4.777 0.42
H -0.524 -0.418 7.049 0.40
H 0.990 1.595 7.183 0.36
H 1.730 2.658 5.057 0.43
C -6.387 -1.698 1.723 -1.23
Si -4.566 -1.131 1.855 0.25
C -3.688 -2.723 2.424 -0.90
C -4.507 -0.090 3.442 -0.91
C -4.003 -0.243 0.383 1.53
Si -4.140 1.584 0.463 0.21
C -5.939 2.131 0.819 -1.27
C -3.088 2.379 1.835 0.09
C -3.739 2.462 -1.165 -0.82
Si -4.129 -0.937 -1.269 -0.24
C -5.665 -0.318 -2.218 -1.38
C -4.289 -2.840 -1.389 -1.32
C -2.681 -0.540 -2.495 -0.36
C -2.931 -0.457 -3.868 -0.68
C -1.913 -0.146 -4.754 -0.50
C -0.642 0.076 -4.260 -1.05
C -0.454 -0.033 -2.893 -0.12
N -1.426 -0.327 -2.032 0.96
H -6.734 -2.215 2.626 0.31
H -6.515 -2.381 0.876 0.29
H -7.040 -0.837 1.549 0.30
H -4.054 -2.996 3.419 0.47
H -2.607 -2.574 2.487 0.02
H -3.879 -3.573 1.760 0.26
H -4.976 -0.625 4.275 0.38
H -5.016 0.869 3.330 0.27
H -3.469 0.123 3.713 0.02
H -6.308 1.702 1.755 0.27
H -6.588 1.766 0.016 0.28
H -6.047 3.220 0.876 0.36
H -3.696 2.699 2.686 0.39
H -2.541 3.248 1.459 -0.05
H -2.353 1.665 2.204 -0.45
H -4.648 2.649 -1.745 0.23
H -3.058 1.881 -1.788 0.04
H -3.248 3.420 -0.988 0.42
H -6.540 -0.443 -1.571 0.23
H -5.859 -0.856 -3.152 0.42
H -5.578 0.747 -2.451 0.32
H -4.645 -3.260 -0.443 0.24
H -3.340 -3.321 -1.635 0.33
H -5.010 -3.112 -2.164 0.43
H -3.936 -0.620 -4.236 0.29
H -2.112 -0.059 -5.816 0.39
H 0.182 0.355 -4.903 0.42
H 0.530 0.141 -2.465 0.42
C 8.900 -4.142 -3.849 -0.88
O 7.520 -4.225 -4.122 -0.43
C 6.737 -4.829 -3.174 0.79
C 5.358 -4.693 -3.338 -0.69
C 4.493 -5.235 -2.415 0.21
C 4.977 -5.939 -1.303 -0.13
C 6.343 -6.133 -1.194 -0.59
C 7.228 -5.567 -2.110 -0.32
N 4.100 -6.600 -0.397 -0.87
N 3.128 -6.029 0.144 -0.24
C 2.930 -4.645 0.160 0.01
C 3.940 -3.685 0.177 -0.21
C 3.682 -2.330 0.271 -1.15
C 2.367 -1.824 0.326 0.41
O 2.112 -0.573 0.363 -0.64
C 1.305 -2.817 0.346 -0.43
N 0.048 -2.335 0.425 0.87
C -0.967 -3.161 0.423 -1.03
C -0.795 -4.554 0.355 -1.13
C 0.468 -5.068 0.289 -0.75
C 1.580 -4.195 0.287 1.35
H 9.326 -3.488 -4.606 0.24
H 9.386 -5.121 -3.906 0.32
H 9.086 -3.713 -2.860 0.37
H 4.986 -4.140 -4.191 0.42
H 3.424 -5.118 -2.539 0.37
H 6.723 -6.714 -0.363 0.35
H 8.291 -5.713 -1.978 0.36
H 4.970 -4.015 0.164 0.38
H 4.498 -1.620 0.299 0.49
H -1.948 -2.704 0.490 0.74
H -1.664 -5.198 0.352 0.54
H 0.647 -6.134 0.242 0.45
S 1.578 5.310 -3.626 -0.59
P 1.154 4.717 -1.784 0.58
S -0.075 3.177 -1.517 -0.28
C 0.510 6.158 -0.828 -0.29
C -0.451 5.978 0.160 0.13
C -0.953 7.068 0.862 -0.64
C -0.496 8.346 0.576 -0.36
C 0.469 8.532 -0.408 -0.63
C 0.966 7.443 -1.110 -0.39
C 2.721 4.363 -0.890 0.23
C 2.878 4.630 0.466 -0.27
C 4.066 4.306 1.108 -0.49
C 5.097 3.701 0.407 -0.38
C 4.938 3.413 -0.943 -0.66
C 3.757 3.747 -1.589 -0.39
H -0.801 4.972 0.364 0.22
H -1.702 6.916 1.630 0.41
H -0.895 9.200 1.112 0.34
H 0.830 9.530 -0.630 0.36
H 1.700 7.575 -1.896 0.32
H 2.065 5.080 1.023 0.34
H 4.174 4.507 2.168 0.35
H 6.021 3.445 0.913 0.36
H 5.734 2.921 -1.489 0.36
H 3.621 3.548 -2.645 0.31
```

As for the charge: -2. The calculation puts the HOMO energy at -1.99 eV. The calculation puts the total energy at -134472.3521 eV. The energy above the lowest of the compared OMol25 structures with the same formula, charge and spin is 6.7 kcal per mole. As for the HOMO-LUMO gap: 5.4 eV. As for the LUMO energy: 3.38 eV.



DFT (the ωB97M-V functional and the def2-TZVPD basis) results for one molecule with the formula C16H25N3O3S.

```
48
Properties=species:S:1:pos:R:3:mulliken_charge:R:1
C -4.148 -2.882 0.573 -1.24
C -4.802 -1.532 0.330 -0.01
O -4.585 -1.157 -1.018 -0.41
C -5.379 -0.081 -1.468 -0.67
C -4.981 1.289 -0.909 -0.36
C -3.578 1.714 -1.352 -1.26
N -2.552 0.785 -0.936 -0.02
C -2.070 0.782 0.332 0.28
S -2.417 2.032 1.372 -0.40
N -1.299 -0.271 0.713 0.28
C -0.521 -0.202 1.937 -1.00
C 0.984 -0.282 1.639 -0.89
C 1.255 0.299 0.245 -0.09
N 2.677 0.432 -0.010 -0.11
C 3.548 -0.604 -0.016 0.29
O 3.233 -1.770 0.142 -0.67
C 4.945 -0.201 -0.250 0.31
C 6.074 -0.974 -0.329 -0.52
C 7.146 -0.085 -0.561 -0.39
C 6.596 1.160 -0.606 -0.44
O 5.270 1.106 -0.420 -0.35
C 0.579 -0.588 -0.818 -0.99
C -0.703 -1.196 -0.230 -1.20
H -3.075 -2.813 0.421 0.14
H -4.550 -3.620 -0.116 0.35
H -4.339 -3.203 1.593 0.38
H -4.376 -0.783 1.013 0.13
H -5.883 -1.595 0.522 0.48
H -6.436 -0.276 -1.228 0.41
H -5.264 -0.083 -2.557 0.35
H -5.703 2.027 -1.258 0.46
H -5.016 1.273 0.182 0.22
H -3.342 2.690 -0.920 0.51
H -3.533 1.782 -2.442 0.46
H -2.636 -0.115 -1.389 0.29
H -0.823 -1.025 2.594 0.25
H -0.766 0.741 2.430 0.47
H 1.536 0.284 2.390 0.48
H 1.344 -1.310 1.660 0.34
H 0.831 1.308 0.202 0.51
H 3.054 1.358 -0.127 0.39
H 6.112 -2.039 -0.232 0.52
H 8.180 -0.336 -0.678 0.45
H 7.029 2.129 -0.758 0.45
H 0.352 0.009 -1.702 0.23
H 1.260 -1.390 -1.099 0.46
H -0.459 -2.100 0.333 0.53
H -1.399 -1.478 -1.020 0.62
```

The calculation puts the HOMO energy at -7.88 eV. The calculation puts the total energy at -38445.8753 eV. The energy above the lowest of the compared OMol25 structures with the same formula, charge and spin is 49.5 kcal per mole. The SMILES is CCOCCCNC(=S)N1CCC(NC(=O)c2ccco2)CC1. As for the HOMO-LUMO gap: 8.6 eV. As for the LUMO energy: 0.69 eV.



DFT (the ωB97M-V functional and the def2-TZVPD basis) results for a 2-piece molecular cluster, C21H24BrF4I2NO7S2 overall.

```
62
Properties=species:S:1:pos:R:3:mulliken_charge:R:1
C -2.538 0.743 -2.050 -0.94
C -1.664 0.102 -0.797 -0.94
C -2.537 0.047 0.630 0.26
C -2.908 1.551 1.151 -0.76
C -4.549 1.820 1.314 -0.67
C -5.379 1.665 -0.094 -0.42
S -5.463 3.334 -1.017 -0.26
C -1.794 -0.925 1.714 0.95
F -2.345 -2.311 1.472 -0.42
C -2.099 -0.596 3.289 -0.69
C -3.673 -0.676 3.732 -0.01
O -4.632 -1.414 3.170 -0.46
I -4.312 0.549 5.479 0.06
C -0.158 -0.984 1.371 -0.47
O 0.643 -1.571 2.453 -0.24
C 2.076 -1.629 2.134 0.30
O 2.633 -2.869 2.049 -0.46
C 3.097 -0.367 1.927 0.70
C 3.142 0.670 0.659 0.18
C 4.255 1.906 0.503 -0.31
C 5.400 2.153 1.651 -0.36
C 5.374 1.115 2.952 -0.34
C 4.256 -0.120 3.107 -0.64
C 0.092 -1.624 -0.116 -1.14
Br 0.215 -3.626 -0.169 0.13
N -1.001 -1.227 -1.132 0.60
C -0.312 -1.251 -2.488 -0.44
C -1.249 -1.940 -3.686 0.08
O -2.138 -2.926 -3.452 -0.49
I -0.861 -1.119 -5.725 0.13
H -1.747 1.111 -2.865 0.34
H -3.133 1.727 -1.746 0.13
H -3.296 -0.055 -2.487 0.30
H -0.771 0.873 -0.615 0.29
H -3.563 -0.484 0.335 0.33
H -2.343 1.912 2.109 0.36
H -2.576 2.299 0.281 0.40
H -5.051 1.132 2.118 0.18
H -4.734 2.939 1.683 0.42
H -5.023 0.784 -0.777 0.21
H -6.513 1.432 0.192 0.34
H -5.688 2.981 -2.361 0.16
H -1.524 -1.410 3.940 0.48
H -1.672 0.454 3.641 0.44
H 0.174 0.161 1.299 0.27
H 2.385 0.561 -0.226 -0.03
H 4.265 2.607 -0.456 0.25
H 6.220 3.007 1.548 0.29
H 6.237 1.301 3.756 0.26
H 4.377 -0.794 4.056 0.28
H 1.158 -1.223 -0.474 0.69
H -1.762 -1.957 -1.054 0.69
H 0.693 -1.896 -2.494 0.52
H 0.024 -0.153 -2.745 0.45
C 5.648 -1.128 -4.030 0.44
F 5.431 -2.483 -4.032 -0.23
F 7.010 -0.969 -4.093 -0.22
F 5.164 -0.672 -5.229 -0.23
S 4.881 -0.269 -2.558 1.22
O 5.509 -0.876 -1.377 -0.65
O 3.440 -0.543 -2.650 -0.61
O 5.209 1.154 -2.718 -0.67
```

The calculation puts the HOMO energy at -8.37 eV. The calculation puts the total energy at -156754.3542 eV. As for the HOMO-LUMO gap: 6.7 eV. As for the LUMO energy: -1.65 eV.